Molecular formula: C28H59BF4NO18P3S
Method: DFT, ωB97M-V with the def2-TZVPD basis set

Structure (XYZ):
```
115
Properties=species:S:1:pos:R:3:forces:R:3
N 0.95440 0.33280 -0.53610 -0.511 0.786 0.284
H 1.84606 -0.06584 -0.79328 1.027 -1.017 -0.607
H 0.32418 0.52010 -1.30280 -0.427 -0.885 -0.094
H 1.29433 1.26293 -0.33759 -0.012 0.435 0.581
H 0.55172 -0.07123 0.29740 -0.013 -0.277 -0.054
C 6.10662 -2.72237 -0.96718 -0.890 2.613 -3.359
C 5.30201 -1.72488 -1.59438 -1.571 -0.119 0.246
C 4.13838 -1.04171 -0.63158 1.371 -1.561 0.724
O 3.54805 -0.02042 -1.01168 -0.047 -0.100 -0.244
C 3.84409 -1.75105 0.61386 -0.807 4.569 -3.761
C 4.53427 -2.81506 1.00799 -1.248 -4.873 2.741
C 5.81880 -3.22519 0.23892 1.922 -0.721 3.476
O 6.74534 -3.87104 0.81169 -1.143 -0.569 0.775
O 3.98325 -3.55631 1.94052 2.297 0.973 -1.591
O 5.32170 -1.40175 -2.79153 0.307 0.354 0.541
H 7.07407 -2.87784 -1.42135 0.050 -0.489 -0.055
H 2.93162 -1.38738 1.06280 -0.124 -0.303 0.601
B 0.26954 0.92581 -3.42744 0.152 0.886 0.898
F 1.25232 1.61184 -2.75266 0.925 1.010 0.392
F -0.81903 0.80704 -2.51795 -1.275 -0.085 0.364
F -0.12176 1.61179 -4.51344 -0.994 1.221 -1.960
F 0.70397 -0.29111 -3.74767 0.613 -2.735 -0.750
C 0.78584 -4.33270 -4.18471 -0.421 0.487 -0.305
C 2.16210 -3.76334 -3.73167 -1.637 -0.823 0.547
C 2.12847 -3.87816 -2.16875 -0.977 0.095 -0.725
S 0.34371 -3.60460 -1.68073 2.232 1.560 -1.159
O 0.23335 -2.26954 -1.10811 -0.501 -0.957 0.004
O -0.16966 -4.75719 -0.99632 -0.387 -0.545 0.661
C -0.30252 -3.64061 -3.36267 0.043 0.166 0.895
H 0.76539 -5.42106 -4.12864 -0.172 -0.035 0.243
H 0.60857 -4.04768 -5.22175 0.099 -0.214 -0.189
H 2.16884 -2.76094 -4.15973 0.706 0.146 0.574
H 2.88019 -4.43760 -4.19835 0.520 0.501 0.301
H 2.74483 -3.18201 -1.59990 0.037 -0.129 -0.014
H 2.25622 -4.91978 -1.87413 0.448 0.094 0.079
H -0.41547 -2.59188 -3.63745 0.056 0.021 -0.159
H -1.27973 -4.10204 -3.22042 0.026 -0.187 -0.506
C -2.51589 -2.54477 0.45309 0.812 -0.291 0.409
C -1.68872 -2.50764 1.77760 -0.519 -0.321 -3.052
O -2.01267 -1.31448 2.50765 1.357 1.289 1.129
P -0.83662 -0.24493 2.87208 -1.978 0.846 0.096
O 0.41370 -0.24343 2.10980 -0.522 -0.211 0.684
O -1.71607 1.15302 2.76743 -0.007 -2.890 -0.613
C -1.03543 2.37312 2.81134 0.571 1.052 -0.492
C -1.37541 3.00680 4.11239 -0.285 0.015 1.689
O -0.61818 -0.34071 4.46719 0.939 0.727 -1.972
C -1.70874 -0.66954 5.26249 0.254 -1.472 2.755
C -1.35278 -0.29078 6.74206 0.163 0.079 -0.360
H -2.27872 -1.74718 -0.25096 -0.125 0.208 0.445
H -2.17830 -3.43275 -0.08135 -0.095 -0.260 0.124
H -3.58839 -2.64502 0.61979 -0.014 0.238 0.078
H -1.93654 -3.45766 2.25105 0.163 0.498 0.995
H -0.64779 -2.49276 1.45457 0.126 -0.090 0.389
H 0.01950 2.22801 2.57863 0.122 0.149 0.306
H -1.43311 3.04091 2.04713 0.022 -0.299 -0.474
H -1.27306 2.29274 4.92953 0.368 -0.172 0.034
H -0.82011 3.89149 4.42398 0.081 0.108 -0.463
H -2.44426 3.21950 4.13278 -0.072 0.325 -0.177
H -2.67808 -0.35966 4.87203 0.134 0.275 0.139
H -1.64227 -1.75576 5.32415 -0.850 -0.275 -0.282
H -1.82072 -0.91301 7.50493 -0.742 0.011 -0.326
H -0.31010 -0.55758 6.91450 0.246 0.225 -0.426
H -1.47014 0.75465 7.02737 -0.118 0.055 -0.227
C -3.41083 0.83418 -0.04927 -0.056 0.627 -0.204
C -4.34099 0.55979 -1.25993 0.816 0.698 2.336
O -4.18935 -0.82964 -1.47465 -0.742 -1.038 -1.103
P -5.02858 -1.58092 -2.59573 0.508 1.135 -0.375
O -4.62277 -2.97953 -2.74779 -0.742 0.039 0.302
O -4.73832 -0.69771 -3.91284 -1.860 -0.223 0.591
C -3.40338 -0.66508 -4.39174 1.135 -0.070 -0.540
C -3.12047 -1.66232 -5.51514 -0.808 -0.214 0.485
O -6.60464 -1.23170 -2.22422 2.829 0.529 -0.439
C -7.55112 -2.13045 -2.68623 -1.568 -1.546 -0.726
C -7.80514 -3.21370 -1.66800 -0.040 -0.478 0.803
H -3.65830 0.15866 0.76958 0.046 0.027 -0.079
H -2.34093 0.78257 -0.25118 -0.069 -0.569 -0.475
H -3.48560 1.85770 0.31806 -0.555 0.156 -0.003
H -5.36027 0.70629 -0.90258 -0.172 0.361 -0.340
H -4.09556 1.20466 -2.10374 -0.035 -0.397 -0.244
H -3.16838 0.33332 -4.76063 -0.347 0.180 0.178
H -2.75107 -0.81943 -3.53222 0.372 -0.160 -0.188
H -3.72837 -1.54336 -6.41203 0.083 0.856 -0.137
H -2.06008 -1.57450 -5.75168 -0.053 -0.409 -0.068
H -3.46621 -2.65175 -5.21579 0.774 -0.276 0.411
H -8.50046 -1.63959 -2.90045 0.078 0.640 0.343
H -7.31384 -2.56706 -3.65637 0.541 -0.069 -0.060
H -7.02848 -3.97477 -1.59269 0.195 0.142 -0.356
H -7.84639 -2.76490 -0.67554 -0.131 0.173 0.058
H -8.75300 -3.73186 -1.81352 -0.077 0.062 -0.245
C 3.31134 5.50331 3.90323 -0.233 -1.424 -1.195
C 2.18521 5.57101 2.80538 0.860 1.933 0.483
O 1.71694 4.39504 2.15579 0.761 -0.791 -0.293
P 2.65880 3.61714 1.04572 -0.749 -2.457 0.142
O 1.85586 2.66686 0.16669 1.959 3.747 2.482
O 3.79115 2.86728 1.96129 0.613 3.779 -4.396
C 3.46989 1.83940 2.79082 -0.481 -1.325 2.968
C 4.68348 1.18374 3.49815 0.039 0.401 -1.017
O 3.42723 4.85373 0.37160 0.696 -2.195 1.601
C 2.87760 5.54082 -0.70971 0.024 0.853 -1.586
C 3.99435 6.43218 -1.31140 -1.054 0.396 0.231
H 2.99361 4.81286 4.68451 0.142 0.226 0.262
H 4.22158 5.09832 3.46104 -0.074 -0.432 -0.151
H 3.69179 6.44805 4.29162 -0.912 0.311 0.035
H 1.32717 6.09696 3.22401 -0.323 -0.517 0.145
H 2.53822 6.27548 2.05224 0.140 -0.085 -0.234
H 2.97717 2.42282 3.56860 -1.042 -1.010 0.682
H 2.84086 1.09554 2.30185 -0.025 -0.038 0.081
H 4.39040 0.20865 3.88722 0.041 0.051 -0.089
H 5.50770 1.06196 2.79536 -0.139 -0.368 -0.195
H 5.10342 1.79350 4.29814 -0.332 0.182 0.151
H 2.51066 4.85051 -1.46925 0.070 -0.181 0.002
H 1.99954 6.07967 -0.35364 0.057 0.477 -0.044
H 4.52491 6.98679 -0.53745 0.391 -0.590 0.225
H 4.63448 5.86839 -1.98998 0.154 0.021 0.388
H 3.57402 7.26850 -1.86998 -0.412 -0.250 -0.407
```
Positions in Å, forces in eV/Å.

Summary:
F_max   6.0 eV Å⁻¹
E_LUMO   3.451 eV
Frontier orbital gap   0.1471 Ha
Net charge   -2
Multiplicity   1

Mulliken population analysis, charges in e, atoms 1 to 4: N 1.647; H 0.005; H 0.323; H 0.649